The following is a quantum chemistry calculation of C36H82F12KN6O6PS2 as an isolated structure at a distorted geometry, from OMol25.

```
! RIJCOSX wB97M-V def2-TZVPD def2/J DEFGRID3
* xyz 4 1
K -1.0888 -3.9640 0.3637
P 0.4854 -0.5241 -0.3898
F -0.7587 0.4910 -0.4914
F 1.1266 0.1691 -1.7186
F 1.3398 0.5582 0.4784
F 1.7296 -1.5527 -0.2654
F -0.0989 -1.1900 0.9822
F -0.2979 -1.5971 -1.3021
C -0.0542 3.5669 -0.6430
N -0.9928 4.0764 -1.6983
C -0.2686 3.9212 -3.0169
C -2.1875 3.1733 -1.7584
C -1.2409 5.5591 -1.4624
C -2.4859 5.8952 -0.6874
O -2.5893 5.1421 0.5112
H -0.4580 3.6693 0.3564
H 0.8312 4.2049 -0.7089
H 0.3398 2.5902 -0.9114
H -0.9856 4.1765 -3.7899
H 0.0228 2.8717 -3.0376
H 0.6473 4.5055 -3.0262
H -2.9435 3.6154 -2.4008
H -2.5477 3.0567 -0.7429
H -1.8600 2.2038 -2.1229
H -1.1655 6.0589 -2.4257
H -0.3667 5.9152 -0.9151
H -3.3464 5.5937 -1.3004
H -2.5958 6.9729 -0.5758
H -2.9175 5.6867 1.2336
C -1.8981 -2.5240 -5.8625
N -0.4867 -2.3552 -6.3520
C 0.3933 -2.0091 -5.2033
C 0.0089 -3.6627 -6.8682
C -0.4163 -1.3872 -7.5019
C -1.0003 -0.0074 -7.3479
O -0.3129 0.7214 -6.3303
H -2.2665 -1.5392 -5.6025
H -1.8077 -3.0844 -4.9350
H -2.4857 -3.0952 -6.5726
H 0.0765 -1.0351 -4.8384
H 1.4273 -1.9815 -5.5384
H 0.2831 -2.7285 -4.3974
H -0.7336 -4.1213 -7.5234
H 0.0195 -4.3921 -6.0563
H 0.9765 -3.5871 -7.3513
H -0.8646 -1.9141 -8.3448
H 0.6416 -1.3221 -7.7708
H -2.0810 -0.0667 -7.1962
H -0.8319 0.4641 -8.3212
H -0.7670 1.5688 -6.2884
C 1.7000 -3.4428 9.0201
C 2.0540 -2.6395 7.7468
C 1.8452 -3.5212 6.5461
N 1.8480 -2.8139 5.1954
C 0.8300 -1.7502 5.1312
C 1.5652 -3.8693 4.1407
C 2.0619 -3.2619 2.8303
C 3.4337 -2.7159 3.3312
C 3.2411 -2.3362 4.7970
H 0.6455 -3.6953 9.0740
H 1.9163 -2.8103 9.8835
H 2.4030 -4.2656 9.1521
H 3.0740 -2.2609 7.8295
H 1.3916 -1.7754 7.8217
H 0.8688 -4.0166 6.5606
H 2.5461 -4.3552 6.5041
H 1.0671 -1.0282 5.9122
H -0.1439 -2.1940 5.3156
H 0.9133 -1.1426 4.2327
H 0.5026 -4.0967 4.2175
H 2.1906 -4.7044 4.4476
H 1.4788 -2.4431 2.4232
H 2.1125 -4.1407 2.1881
H 3.5464 -1.8214 2.7156
H 4.2723 -3.3720 3.1233
H 3.3988 -1.2852 5.0310
H 3.8931 -2.8454 5.5060
C 5.2332 0.5561 1.3493
C 5.3893 1.4195 0.0979
C 4.2723 1.1450 -0.9157
N 4.7629 1.1195 -2.3496
C 5.3498 -0.2277 -2.5960
C 5.6964 2.2515 -2.6926
C 5.6611 2.3675 -4.2117
C 4.2429 1.8694 -4.5994
C 3.6048 1.4099 -3.2931
H 4.3665 0.8854 1.9257
H 6.1495 0.6038 1.9314
H 5.0319 -0.4847 1.0858
H 6.3766 1.2256 -0.3243
H 5.3847 2.4878 0.3163
H 3.4731 1.8808 -0.8525
H 3.8037 0.1838 -0.7110
H 6.2186 -0.3779 -1.9613
H 5.6663 -0.3210 -3.6321
H 4.5531 -0.9244 -2.3526
H 6.6854 2.0695 -2.2759
H 5.3407 3.1367 -2.1646
H 6.4252 1.7830 -4.7115
H 5.7368 3.4336 -4.4088
H 4.2723 1.1076 -5.3713
H 3.6450 2.7146 -4.9372
H 3.0599 0.4649 -3.3216
H 2.9491 2.1193 -2.7976
C -4.7840 2.8910 6.2557
C -5.2459 3.0762 4.8228
C -4.1295 3.0790 3.7787
N -3.8322 1.8011 3.0485
C -5.1004 1.1436 2.5620
C -2.8998 2.0365 1.8721
C -1.4732 1.9070 2.4045
C -1.5556 1.1459 3.7133
C -3.0560 0.7761 3.8951
H -4.2083 1.9845 6.4512
H -5.5425 3.0729 7.0099
H -4.0014 3.6337 6.4759
H -5.8495 3.9610 4.6340
H -5.9123 2.2396 4.5997
H -3.1720 3.4282 4.1897
H -4.2451 3.8620 3.0247
H -5.4798 0.4341 3.2890
H -4.9487 0.7187 1.5763
H -5.8564 1.9206 2.4613
H -3.0407 1.1646 1.2361
H -3.1652 2.9720 1.3902
H -0.9547 1.4714 1.5446
H -0.9238 2.8293 2.6065
H -1.0165 0.2280 3.9253
H -1.4892 1.8182 4.5698
H -3.3716 -0.1708 3.4660
H -3.3694 0.9305 4.9211
C -4.0414 -1.4432 -0.6842
F -2.7841 -1.3668 -0.1589
F -4.8024 -2.0851 0.1915
F -4.4973 -0.1978 -0.8300
S -3.9361 -2.3876 -2.2916
O -5.3008 -2.5114 -2.6652
O -3.0481 -1.6992 -3.1835
N -3.2237 -3.7244 -1.7056
S -3.7892 -5.0114 -2.4642
O -4.7820 -5.6120 -1.6265
O -4.1238 -4.9074 -3.8479
C -2.3149 -6.1506 -2.4257
F -2.6568 -7.2654 -3.0358
F -1.2688 -5.6093 -3.0635
F -1.9611 -6.4664 -1.1677
*
```

Computed properties:
LUMO ... -7.91 eV
Total energy ... -5135.8330 a.u.
E_HOMO ... -16.16 eV

Mulliken atomic charge list, values in e, 4 entries: 0.965, 1.614, -0.348, -0.469